(1)
A single C4H11NO molecule at a distorted geometry. Source: OMol25; level of theory: ωB97M-V with the def2-TZVPD basis set.

Calculated values
**Relative energy (zero: lowest compared OMol25 entry of this formula, charge and spin)**: 268.2 kJ/mol
**HOMO-LUMO gap**: 0.375 hartree
**Spin multiplicity**: 1

XYZ file:
```
17
Properties=species:S:1:pos:R:3:forces:R:3
C -1.120 1.082 0.661 0.13 -0.23 -1.63
N -0.549 -0.024 -0.254 -0.53 -0.73 2.60
C -1.521 -1.179 -0.374 -0.49 1.44 -0.12
C 0.723 -0.503 0.401 0.75 1.06 1.21
C 1.891 0.277 -0.160 3.08 0.37 -2.38
O 1.972 0.410 -1.614 -0.04 -1.09 0.26
H -2.237 1.068 0.725 0.81 0.29 -0.99
H -0.885 0.983 1.725 0.71 -0.19 -0.13
H -0.658 2.001 0.206 -1.04 -0.47 0.99
H -0.947 -2.065 -0.676 -0.44 0.17 0.23
H -2.279 -0.935 -1.195 0.99 -0.33 1.17
H -2.080 -1.306 0.606 0.61 -0.31 -1.07
H 0.898 -1.573 0.253 -0.33 0.13 0.11
H 0.854 -0.196 1.557 -0.87 -1.18 -2.13
H 3.040 -0.157 -0.021 -3.26 1.14 0.73
H 1.760 1.339 0.056 0.52 -0.11 1.34
H 1.138 0.775 -1.897 -0.60 0.05 -0.19
```
Positions in Å, forces in eV/Å.

(2)
A 2-piece molecular cluster, C4H11NO overall at a distorted geometry. Source: OMol25; level of theory: ωB97M-V with the def2-TZVPD basis set.

Calculated values
**Relative energy (zero: lowest compared OMol25 entry of this formula, charge and spin)**: 194.1 kJ/mol
**HOMO-LUMO gap**: 0.360 hartree
**Spin multiplicity**: 1

XYZ file:
```
17
Properties=species:S:1:pos:R:3:forces:R:3
C -0.179 -0.663 1.530 2.19 0.38 0.58
C -0.570 -2.110 1.662 -0.72 0.49 0.34
O -0.631 -2.655 2.733 -0.07 -0.20 -0.10
H 0.453 -0.553 0.649 -0.30 0.12 -0.32
H 0.523 -0.519 2.366 0.02 -0.17 -0.04
H -0.759 0.249 1.652 -1.11 -0.64 -0.39
H -0.730 -2.687 0.736 -0.03 0.05 -0.08
C -0.202 2.574 -1.307 -1.17 -0.43 -0.31
N -0.064 1.255 -1.926 0.72 -0.09 0.10
C 1.310 0.792 -2.070 -0.24 -0.35 -0.07
H -0.370 3.395 -2.007 0.57 0.10 -0.22
H -1.130 2.549 -0.743 -0.07 0.13 0.48
H 0.616 2.785 -0.631 0.21 0.03 0.02
H -0.515 1.189 -2.826 -0.18 0.28 0.06
H 2.005 1.522 -2.494 0.05 0.14 -0.04
H 1.292 -0.081 -2.723 0.14 0.00 -0.02
H 1.711 0.449 -1.111 -0.02 0.17 0.02
```
Positions in Å, forces in eV/Å.

(3)
A 2-piece molecular cluster, C4H11NO overall at a distorted geometry. Source: OMol25; level of theory: ωB97M-V with the def2-TZVPD basis set.

Calculated values
**Relative energy (zero: lowest compared OMol25 entry of this formula, charge and spin)**: 165.0 kJ/mol
**HOMO-LUMO gap**: 0.359 hartree
**Spin multiplicity**: 1

XYZ file:
```
17
Properties=species:S:1:pos:R:3:forces:R:3
C -0.214 1.217 2.125 -0.44 1.11 0.41
C -0.773 0.177 1.536 0.94 -0.50 -1.47
C -0.014 -0.904 0.782 -0.45 -0.33 1.12
C -0.683 -1.326 -0.528 0.10 -0.22 -0.41
N 0.310 -1.398 -1.605 -0.17 -0.28 -0.07
H 0.834 1.385 2.353 0.12 -0.55 -0.47
H -0.801 2.089 2.408 -0.27 -0.36 0.31
H -1.829 0.075 1.336 -0.39 0.50 0.41
H 1.017 -0.618 0.607 0.17 0.18 -0.05
H 0.025 -1.784 1.436 0.15 -0.01 -0.10
H -1.534 -0.703 -0.831 0.10 0.39 0.41
H -1.119 -2.321 -0.399 0.08 -0.02 -0.04
H -0.185 -1.364 -2.488 0.25 -0.07 -0.11
H 0.943 -0.608 -1.590 -0.19 0.18 0.00
O 1.386 1.843 -2.045 0.20 -0.22 -0.15
H 0.579 2.250 -1.726 -0.02 0.08 0.19
H 2.059 1.988 -1.371 -0.17 0.10 0.01
```
Positions in Å, forces in eV/Å.

(4)
A single C4H11NO molecule at a distorted geometry. Source: OMol25; level of theory: ωB97M-V with the def2-TZVPD basis set.

Calculated values
**Relative energy (zero: lowest compared OMol25 entry of this formula, charge and spin)**: 317.8 kJ/mol
**HOMO-LUMO gap**: 0.350 hartree
**Spin multiplicity**: 1

XYZ file:
```
17
Properties=species:S:1:pos:R:3:forces:R:3
C 1.441 0.905 0.282 -3.47 3.71 -4.99
C -0.013 0.621 0.660 0.76 0.23 2.18
O -0.263 0.867 2.078 0.86 0.76 -0.37
C -0.299 -0.849 0.515 -3.48 -0.90 -2.33
C -1.176 -0.874 -0.798 -2.44 -2.13 3.34
N -0.602 -0.306 -1.884 4.08 2.72 -5.38
H 1.905 0.136 -0.245 0.48 -1.17 -1.39
H 2.004 1.064 1.047 3.30 0.85 5.36
H 1.569 1.984 -0.288 -0.40 -2.79 0.96
H -0.721 1.374 0.213 0.52 -1.47 -0.18
H 0.514 0.449 2.453 -0.05 0.00 0.85
H 0.310 -1.747 0.537 1.86 0.84 -0.57
H -0.979 -1.245 1.245 -0.80 0.74 0.94
H -1.459 -1.982 -1.000 0.32 1.73 -0.01
H -2.159 -0.336 -0.560 1.20 -0.76 -0.24
H 0.264 -0.823 -2.207 -1.49 0.81 0.50
H -0.338 0.765 -2.048 -1.28 -3.17 1.35
```
Positions in Å, forces in eV/Å.

> HOMO-LUMO gap of number 1 (C4H11NO)?

0.375 hartree